(1)
Molecular formula: C38H85N2O5S
Method: DFT, the ωB97M-V functional and the def2-TZVPD basis

Last column: Löwdin charge in e.
Cartesian coordinates (Å):
H  -6.40095  2.85154  1.88876  0.11
C  -0.82561  1.01080  -0.41435  -0.23
H  3.49133  -5.09380  -1.86965  0.10
H  -2.45589  2.23176  -1.14943  0.09
C  -2.34663  1.59538  1.58177  -0.26
H  0.55720  -3.87146  -5.14647  0.10
H  -0.19346  0.20065  -0.79677  0.10
C  0.19934  -0.45384  -4.67532  -0.09
H  3.26678  -4.16100  -5.50201  0.04
H  -3.37746  -1.22586  6.30009  0.05
H  -8.59658  7.33891  3.12099  0.07
H  -3.20535  1.80460  0.93526  0.09
C  5.36981  -4.53959  -2.77328  -0.23
C  5.76887  -0.07920  -4.91849  -0.26
C  -0.41606  1.56510  8.24922  -0.08
H  8.12601  2.85109  -2.39493  0.07
H  0.82131  -0.94741  5.56403  0.10
C  3.35539  -5.65253  -3.93862  -0.26
C  6.75201  1.18488  -2.24236  -0.27
H  6.69566  -1.81008  -4.04587  0.09
H  -7.43341  6.45154  1.11174  0.10
H  2.59813  0.30412  5.34666  0.05
H  6.07384  -5.92191  -0.43688  0.08
H  3.75693  -6.66056  -3.80203  0.10
H  -3.44337  0.54224  -2.67724  0.07
H  -1.16619  -2.12615  -4.64612  0.10
H  -0.81606  -4.97291  -7.65199  0.07
O  -3.95804  2.82322  8.54415  -0.05
H  4.19035  -1.53717  -4.62578  0.06
H  -2.75301  1.15981  2.49650  0.09
H  -9.13468  6.04383  1.09095  0.10
H  -3.08681  0.73498  9.02048  0.11
H  5.60498  -3.86384  -1.94464  0.11
H  -0.81003  2.71890  2.62108  0.07
O  -3.06218  1.37316  5.76276  -0.06
C  -5.30377  4.66111  1.54088  -0.26
H  -0.38968  0.14686  -3.98050  0.05
H  -0.95472  2.21719  8.92681  0.10
H  1.80021  -2.64522  -5.18972  0.08
H  -4.70840  -0.75830  8.49343  0.11
H  0.84111  -1.61735  -7.18886  0.10
H  -1.58721  -2.10660  -6.87849  0.10
H  0.74944  -0.69484  7.25603  0.08
H  6.59147  1.35568  -1.17505  0.11
H  -1.31837  -0.24450  5.80534  0.11
C  3.69335  -5.15059  -5.33823  -0.10
H  -7.87931  4.10244  0.38948  0.10
H  -1.46380  -4.49478  -6.07710  0.07
O  -2.46179  3.91266  7.25015  -0.03
C  -1.42376  0.57204  0.92305  -0.22
H  -6.57087  4.04093  3.15180  0.10
H  -9.11074  5.71173  3.57087  0.07
H  -3.36281  -0.11942  -1.04789  0.07
H  -4.15343  4.97119  -0.26812  0.07
C  -8.32961  6.28201  3.06417  -0.11
C  -3.00596  0.38484  8.00139  -0.11
H  -1.30792  1.73196  -2.37145  0.09
H  -0.03601  -0.11278  -5.68496  0.07
H  5.94733  1.71411  -2.75965  0.10
H  -0.15647  1.86082  -0.25365  0.10
H  5.71192  -4.03009  -3.67940  0.09
C  4.32737  -0.45310  -4.58846  -0.11
C  -0.92476  -2.82432  -7.36947  -0.27
C  -1.84858  1.38683  -1.48466  -0.27
H  8.28554  1.69049  -3.70756  0.06
H  -2.33407  3.58032  2.43982  0.05
H  3.39178  -3.73758  -2.96456  0.10
C  -5.06289  4.45584  0.04719  -0.11
C  -2.75886  0.22965  -1.88621  -0.11
C  0.51548  -2.62153  -6.90255  -0.22
H  5.70753  -0.68573  -2.11252  0.10
H  0.56817  2.00295  8.15326  0.06
H  -1.97358  -0.36457  0.78766  0.10
C  -8.19241  5.84138  1.60937  -0.28
N  -4.17573  2.18959  5.49761  0.03
H  1.74129  1.72882  5.86923  0.08
H  3.28648  -5.82299  -6.09564  0.07
H  5.99508  -6.49982  -3.44830  0.10
C  5.86902  -6.56146  -1.29759  -0.11
H  4.82731  -6.88082  -1.24502  0.07
C  -1.64446  2.90066  1.94088  -0.10
H  -0.97447  -2.60360  -8.43919  0.10
C  1.98938  0.71051  6.14152  -0.54
H  8.91414  1.30041  -2.10097  0.07
H  -5.09722  0.55648  7.41303  0.11
C  -7.86480  4.35739  1.45407  -0.23
C  6.17041  -5.82939  -2.60233  -0.27
H  -8.66470  3.76736  1.91328  0.11
H  -1.26025  3.41158  1.05416  0.06
C  8.09724  1.78783  -2.63719  -0.11
H  6.49010  -7.45395  -1.20702  0.07
O  -4.30107  -1.12903  6.53650  -0.08
H  -0.60324  0.33957  1.60963  0.11
H  7.79482  -0.48442  -4.33503  0.10
H  -0.44651  1.04214  5.05270  0.11
H  1.16624  -3.31320  -7.44836  0.11
H  4.03748  -0.10540  -3.59562  0.07
C  3.85264  -4.72242  -2.83263  -0.22
H  1.25489  -0.25199  -4.48135  0.06
H  2.26934  -5.74297  -3.84971  0.10
H  -4.43123  4.30103  2.08880  0.08
H  -5.88641  4.84622  -0.55451  0.06
H  3.64003  -0.00348  -5.30696  0.07
H  -2.17239  -0.61351  -2.26077  0.06
H  5.99106  -0.40229  -5.93921  0.10
C  0.74248  -2.82396  -5.40468  -0.23
C  -0.10029  -1.93641  -4.49170  -0.26
C  -0.58326  0.53733  6.01047  -0.19
C  -2.50584  1.52969  7.08738  -0.39
H  -4.94396  3.39431  -0.18430  0.06
C  -4.35080  -0.19902  7.62720  -0.24
C  -3.03650  2.89838  7.69501  -0.69
C  6.65734  -0.31610  -2.50943  -0.23
H  -2.29574  -0.44829  8.01467  0.12
H  0.10863  -2.20805  -3.45329  0.10
C  0.73411  -0.16556  6.31563  -0.26
N  -1.06749  1.52932  6.96747  -0.11
H  -5.38051  5.73051  1.75674  0.10
H  7.23460  -5.57966  -2.62614  0.10
C  6.78810  -0.72106  -3.97818  -0.23
C  -6.53191  3.92344  2.06660  -0.23
O  -4.17462  2.50678  4.37489  0.07
S  3.13571  0.66464  7.56210  0.68
H  5.87645  1.00882  -4.91259  0.10
C  -1.44277  -4.24103  -7.13781  -0.11
H  2.61238  1.54778  8.42292  -0.17
H  -0.34877  0.60138  8.75891  0.09
H  4.77127  -5.08982  -5.49804  0.07
H  -7.39898  6.14904  3.61623  0.07
H  -2.45978  -4.34403  -7.51914  0.07
H  7.43871  -0.82832  -1.93883  0.11

The net charge is -1. The calculation puts the LUMO energy at 1.8 eV. The value obtained for the orbital gap is 6.7 eV.

(2)
Molecular formula: C38H86Br8O15
Method: DFT, the ωB97M-V functional and the def2-TZVPD basis

Last column: Löwdin charge in e.
Cartesian coordinates (Å):
H  -3.21186  4.36227  3.24837  0.14
O  -7.19012  1.54888  2.92832  -0.19
C  2.86714  4.24931  1.78645  -0.20
Br  -3.74445  -5.37858  4.51424  0.66
Br  0.51056  0.05535  0.89887  0.72
H  -3.94543  2.11734  -0.82141  0.07
H  4.48625  -3.76046  -0.06707  0.13
Br  -0.03506  -7.19361  -5.42550  0.63
H  5.77061  -2.62661  -2.07731  0.10
O  -4.36980  -4.18084  0.14545  -0.18
H  6.40663  -1.04519  -1.59123  0.07
O  -3.75674  -1.61027  0.01070  -0.15
H  -4.56794  1.02472  -2.06208  0.09
H  -2.13525  2.36855  -4.89126  0.13
H  4.58212  3.48307  2.71071  0.15
H  -2.18354  -1.32200  -4.18274  0.13
H  2.89536  4.33306  -4.46020  0.02
H  -5.45372  -1.95186  0.95942  0.13
H  -4.41070  -0.10976  1.12146  0.12
H  -4.72087  2.59343  3.70350  0.12
H  2.38976  -1.91793  0.99769  0.03
H  -2.10975  -1.49677  -1.52131  0.07
H  -5.34631  -1.06294  3.38810  0.06
H  -5.64051  -1.29947  -0.74847  0.12
H  -2.35672  -0.11494  2.66249  0.10
H  -0.48027  -5.29701  -3.32733  0.03
H  -0.04387  0.92256  -1.27309  0.01
H  -1.66955  3.00151  -1.92136  0.13
H  -2.86760  0.15995  0.36458  0.09
C  -2.05607  2.85146  2.15956  -0.15
O  -3.60323  2.69939  -2.68146  -0.16
C  -4.92868  2.52174  2.64657  -0.18
Br  -0.29209  -3.66196  2.18663  0.72
H  0.76631  4.95168  -0.50343  0.04
H  -6.35164  1.46439  4.79778  0.07
H  -1.43164  -5.69261  2.40095  0.05
O  4.65594  3.26288  0.60276  -0.11
H  2.99408  6.32564  -5.80724  0.06
O  6.79567  -1.47340  2.73167  -0.18
C  -5.17212  -3.33028  -0.62979  -0.20
H  -4.59348  -1.78031  4.69170  0.10
C  4.35744  -1.16918  2.59599  -0.17
H  1.25588  1.95266  -0.59160  0.05
O  -0.49223  -1.52978  -2.98099  -0.20
H  3.40049  5.16840  1.40874  0.14
H  5.11089  3.19585  -1.89059  0.14
C  -2.24377  3.10461  -2.85805  -0.18
C  -2.73713  -1.00412  2.15801  -0.22
H  7.43502  1.84443  -3.06833  0.08
Br  2.78810  4.26320  -7.25998  0.60
H  1.27362  6.13133  -6.32079  0.07
H  1.13943  4.10245  -4.75090  0.03
H  -4.09399  -5.57383  -1.32521  0.10
C  2.16745  5.60745  -5.94683  -0.66
H  -0.53717  2.80502  -4.22015  0.11
H  -8.02098  0.81309  4.52608  0.08
H  -3.21089  -5.88734  0.13533  0.08
H  0.35475  0.36357  -4.62043  0.04
H  6.63949  2.87202  -1.02654  0.14
H  -4.53065  1.55204  2.36063  0.10
Br  1.40660  5.98275  -3.19859  0.65
C  3.15681  -2.65166  1.03000  -0.23
C  -1.09969  -1.17991  -4.21294  -0.20
C  -4.39478  -1.18977  3.80176  -0.12
H  -1.10349  0.39524  -5.62833  0.15
H  -7.76088  2.56133  4.67681  0.10
H  -1.33123  -5.08358  4.60242  0.05
H  3.29009  -3.06062  -1.04309  0.11
H  2.40452  4.44071  2.75034  0.13
H  -4.10042  -0.20243  4.03757  0.07
H  -6.87373  3.55384  2.67865  0.14
C  5.67666  2.39516  -1.32445  -0.23
H  -1.02673  3.32362  2.28565  0.13
C  0.93816  0.91414  -0.85285  -0.60
C  -1.86033  -4.70977  2.60331  -0.68
C  -0.73906  0.23676  -4.56589  -0.27
H  5.31703  1.25536  0.39659  0.16
H  -1.86563  -1.58511  1.86393  0.03
C  0.52057  -5.63441  -3.20451  -0.73
H  -2.05937  2.19065  1.23610  0.13
C  1.98750  4.83297  -4.66147  -0.75
C  3.96628  -2.81706  -0.17635  -0.22
H  1.46856  -7.65000  -3.51939  0.06
H  5.65363  -0.29121  3.99842  0.12
H  -0.17897  -7.65717  -2.95321  0.06
C  6.47962  1.36871  -3.28161  -0.11
C  -0.98941  1.73039  4.10848  -0.10
H  6.73534  -2.30575  -0.55317  0.08
C  -6.39895  2.59830  2.40677  -0.21
C  3.93048  3.18878  1.82306  -0.17
O  4.01854  -2.51656  2.15554  -0.11
O  -3.47110  -1.82343  3.01973  -0.17
H  3.51464  -0.68609  3.06083  0.12
H  -2.02731  -2.89952  -2.63823  0.09
H  1.21065  -5.01512  -3.79730  0.06
O  1.90103  3.85725  0.80675  -0.19
C  -3.74154  1.62983  -1.74888  -0.08
C  5.53325  -1.20952  3.45527  -0.16
C  1.17853  5.03064  0.51135  -0.13
H  4.62140  -0.57066  1.79061  0.08
H  -6.50955  2.50502  1.34013  0.12
H  2.59708  -3.54670  1.19027  0.08
H  -2.26654  4.12800  -3.12561  0.11
H  -0.78813  -2.66147  -1.32723  0.07
O  5.78317  1.21040  -2.06728  -0.23
O  -4.37924  3.55288  1.76439  -0.12
C  5.95554  -1.97467  -1.20425  -0.09
H  6.49665  0.39426  -3.79612  0.09
C  4.79643  2.13079  -0.15175  -0.23
Br  2.33427  1.11726  -3.26079  0.78
H  -0.73578  -1.89245  -4.98280  0.13
C  -1.42101  -2.14638  -2.09964  -0.10
H  -4.92092  -6.21447  0.19915  0.09
H  1.86632  5.89732  0.46527  0.09
C  -3.09911  3.94341  2.24680  -0.19
H  0.46456  5.32880  1.23974  0.07
H  3.81216  1.75021  -0.51148  0.11
H  2.93599  -0.03933  -1.09415  0.04
C  1.98434  0.15120  -1.61652  -0.65
H  -2.78092  4.72369  1.61647  0.10
C  -3.44575  -0.59214  0.89857  -0.21
O  -2.17773  2.06660  3.37791  -0.25
O  -1.30892  1.00835  -3.59323  -0.16
H  7.79094  -3.04354  3.84933  0.09
C  -1.53882  2.36368  -3.97169  -0.16
Br  1.04464  -5.26277  -1.37696  0.65
H  8.75354  -1.99414  2.83671  0.07
H  -5.02923  -3.30228  -1.70907  0.13
H  1.72463  -0.86411  -1.85030  0.05
H  -2.88853  0.96040  -1.75646  0.07
C  7.86657  -2.01008  3.43929  -0.15
H  -0.12626  1.49683  3.50840  0.04
H  3.52943  2.25120  2.04392  0.10
C  -4.17970  -5.49820  -0.20499  -0.12
C  -5.12733  -1.95372  -0.07838  -0.16
H  -1.11949  0.78125  4.65840  0.10
C  -2.08491  -4.53242  4.06777  -0.75
O  4.73317  -1.69217  -0.57308  -0.18
H  5.95178  2.07712  -4.01533  0.10
H  -2.68937  -4.41694  1.97220  0.03
H  -6.19309  -3.66585  -0.51703  0.13
H  -2.11514  -3.47642  4.36693  0.05
H  8.13241  -1.38368  4.33758  0.09
H  5.45688  -2.01593  4.19584  0.13
C  0.52692  -7.09947  -3.56531  -0.69
H  -0.69033  2.49332  4.75828  0.06
C  -7.31610  1.59800  4.34636  -0.09

Its SMILES is COCCOCCOC.COCCOCCOC.COCCOCCOC.COCCOCCOC.COCCOCCOC.BrCCBr.BrCCBr.BrCCBr.BrCCBr. The calculation puts the LUMO energy at 0.4 eV. The value obtained for the orbital gap is 9.6 eV.

In a.u., the E values for the records above are, in order, -2382.72635, -23219.79814.